No. 1
This record from the Open Molecules 2025 dataset describes a molecular structure, C36H49AgO2PS. The level of theory is ωB97M-V/def2-TZVPD.

As for the net charge: -1. The calculation puts the orbital gap at 6.188 eV. Its total energy is -2438.3083 Eh.

CARTESIAN COORDINATES (ANGSTROEM)
H (1.8335, 0.2810, 4.3480)
H (-0.5559, 3.7313, 4.3304)
H (-1.6988, -2.4733, 3.1963)
H (6.1048, 2.0754, -1.9154)
H (0.9421, -1.1656, 2.7200)
H (-2.1984, -4.2357, 1.2087)
H (-4.6105, -2.1248, 2.8170)
C (-0.6287, 1.7671, 2.7458)
H (-1.1093, -3.0366, -2.3432)
C (1.5693, -3.8977, 0.7878)
C (0.7764, -2.7738, 0.5260)
H (-3.4586, -0.1631, -1.5798)
H (-0.2319, 6.1771, 4.0170)
C (-0.6198, -2.9003, 0.6444)
C (1.4034, -2.3651, -2.3334)
H (0.3934, -0.7954, -3.4788)
H (2.5544, -3.0289, 2.7864)
H (2.4261, 2.8820, -1.9585)
C (3.2198, 0.5565, -0.7517)
Ag (-0.4484, 0.4710, -0.4678)
C (1.0430, -5.1099, 1.1937)
H (-1.2138, -0.7590, 2.9820)
C (0.9660, -1.7087, -3.6469)
H (1.7018, -5.9468, 1.3932)
H (0.0568, 7.0426, 1.6764)
H (-4.1663, -3.7381, -0.3899)
H (-4.7832, -2.3751, 1.0867)
H (3.4317, -2.8056, -2.9552)
H (-3.7166, -3.4196, 2.0367)
C (-0.2381, 5.5056, 3.1664)
C (-0.3286, -5.2275, 1.3547)
H (5.9709, 0.6674, -0.8455)
C (-2.9291, -1.3807, 1.7584)
C (-4.0666, -2.3938, 1.9053)
H (3.9160, -1.8976, 2.7294)
H (3.4326, 0.9848, 1.3170)
H (-2.7811, 0.7960, 1.5836)
H (2.8277, -3.9111, -1.7160)
C (-2.0564, -1.4552, 3.0170)
O (-0.5371, 0.8351, 1.9026)
H (-4.1013, 0.2080, 2.6118)
C (-1.8268, -2.2162, -2.4113)
H (-3.8957, -3.8136, -2.1268)
H (-4.3259, -1.4004, -2.5002)
C (3.4254, 2.5685, -2.2672)
C (-3.5464, 0.0313, 1.6846)
H (-2.6793, -1.1597, 3.8676)
S (-0.2293, 2.8927, -0.6253)
H (1.8313, -1.4458, -4.2617)
H (2.7968, -0.1318, -2.7335)
C (-1.1291, -4.1331, 1.0797)
H (0.0362, 5.4761, -0.1985)
H (-2.3996, -2.3483, -3.3359)
H (0.5695, -2.9466, -1.9402)
H (-4.6830, -1.1559, -0.7910)
H (-1.2736, -1.2782, -2.4891)
C (-0.2539, 3.7040, 0.9623)
C (5.4679, 1.2322, -1.6340)
H (2.9071, -2.0045, 4.1739)
P (-1.8271, -1.5497, 0.2369)
C (1.5521, -1.5482, 0.0944)
H (3.3846, 0.4505, 3.5104)
C (-3.4112, -3.6181, -1.1628)
C (-0.4136, 4.1482, 3.3429)
H (3.3473, 2.0159, -3.2097)
C (2.9931, 0.3106, 0.5930)
H (-4.2456, 0.1278, 0.8504)
C (2.5483, -3.3495, -2.6083)
H (4.0223, 3.4640, -2.4630)
H (-0.7728, -6.1577, 1.6873)
C (4.0886, 1.7178, -1.1854)
C (2.1661, -0.7124, 1.0470)
H (-2.6499, -4.3875, -1.0278)
H (5.3749, 0.5758, -2.5055)
H (1.9384, 1.2603, 2.8962)
C (-0.4266, 3.2235, 2.2830)
C (1.9881, -0.9052, 2.5511)
C (2.8880, -2.0355, 3.0808)
C (-0.0862, 5.1026, 0.8114)
H (2.2606, -4.0656, -3.3844)
C (-0.0732, 5.9833, 1.8690)
C (-3.8800, -1.1698, -1.5270)
C (2.6305, -0.2932, -1.6736)
H (2.6415, -3.7928, 0.6781)
C (-2.7955, -2.2184, -1.2232)
C (1.8309, -1.3635, -1.2741)
C (2.3021, 0.3513, 3.3668)
H (4.2207, 2.3500, -0.3031)
H (0.3500, -2.3957, -4.2332)
O (-0.8933, 1.5889, 3.9493)

Forces on the atoms, in the same order (eV/Å):
0.00 -0.02 0.00
0.00 -0.02 0.00
-0.02 -0.01 -0.02
-0.02 -0.02 0.01
-0.01 -0.01 0.02
0.11 -0.02 -0.04
-0.02 -0.05 -0.03
-0.23 0.21 0.12
-0.29 0.09 0.00
0.02 -0.02 -0.02
0.11 0.10 -0.12
0.04 -0.02 0.00
0.00 0.00 -0.01
-0.26 -0.18 0.03
0.06 -0.05 0.09
0.08 -0.04 -0.02
0.02 0.08 0.02
0.00 -0.04 -0.01
-0.06 0.00 -0.06
-0.50 0.15 0.64
0.00 0.03 -0.02
-0.22 -0.09 -0.06
0.11 0.05 -0.10
-0.02 0.01 -0.01
0.02 0.01 0.02
0.00 0.04 0.06
-0.01 0.08 -0.09
-0.02 -0.03 0.01
-0.03 0.08 0.00
0.00 -0.06 -0.08
0.00 0.07 -0.01
-0.03 0.02 -0.01
0.01 0.20 -0.10
-0.05 -0.04 0.13
-0.04 0.01 0.01
0.03 -0.02 -0.02
0.06 -0.02 0.05
-0.04 0.03 0.01
0.11 -0.16 0.12
0.44 0.09 -0.30
0.04 0.04 -0.04
-0.17 -0.07 0.01
-0.01 -0.01 0.04
-0.01 0.01 0.02
0.00 0.04 -0.05
-0.15 -0.12 -0.06
0.04 -0.02 -0.01
0.07 -0.17 -0.07
-0.01 0.00 0.04
0.02 -0.02 0.04
-0.08 0.01 -0.01
0.00 0.00 0.02
0.01 -0.01 0.02
0.25 0.10 0.04
0.02 -0.08 0.04
-0.15 -0.06 0.10
0.00 0.09 0.05
0.04 -0.05 -0.06
-0.02 0.00 -0.03
0.87 0.09 -0.07
-0.06 -0.23 -0.05
-0.04 0.02 0.01
-0.03 -0.02 -0.08
0.02 -0.04 -0.15
-0.03 0.03 0.06
-0.09 0.07 0.06
0.01 -0.01 0.06
0.03 0.02 -0.07
0.01 -0.04 0.00
0.00 0.01 0.00
-0.02 0.02 0.07
0.04 0.04 0.10
0.01 0.04 0.01
0.00 0.03 0.03
-0.13 0.02 -0.02
0.08 -0.01 0.01
0.03 -0.05 -0.13
0.00 -0.02 0.08
0.01 -0.18 -0.04
0.01 0.02 0.03
-0.03 0.00 0.05
-0.06 -0.08 -0.08
0.01 -0.10 0.02
0.00 -0.01 -0.02
-0.15 0.09 -0.12
0.10 0.10 -0.03
0.06 0.02 -0.04
0.02 0.02 0.01
0.05 0.01 0.02
0.08 0.05 0.01

=====

No. 2
This record from the Open Molecules 2025 dataset describes a single C5H12N2 molecule. The level of theory is ωB97M-V/def2-TZVPD.

The calculation puts the orbital gap at 9.181 eV. The structure (SMILES) is [H]/N=C(\C)CCNC. Its total energy is -307.1294 Eh. The energy relative to the best compared isomer or geometry (same formula, charge and spin) is 62.7 kcal/mol.

CARTESIAN COORDINATES (ANGSTROEM)
H (-0.5777, -2.3210, -0.4953)
H (-0.6400, -0.9738, -1.6534)
H (-1.5378, 1.3346, -1.6787)
C (-1.4321, -0.4291, 0.2628)
H (0.6707, -0.6519, 2.0163)
H (1.7088, 0.6848, 1.3542)
H (-0.3257, 1.3991, 1.0813)
C (-0.9113, 1.7852, -0.9063)
H (0.0713, 1.9674, -1.3454)
C (1.4395, -0.3761, 1.2939)
C (-0.5141, -1.2378, -0.6007)
N (-0.7997, 0.9701, 0.2924)
H (2.3617, -0.9055, 1.5419)
N (1.9344, -0.9760, -0.9752)
H (-1.3913, 2.7307, -0.6393)
H (2.8149, -1.2316, -0.5233)
H (-2.4245, -0.3279, -0.1868)
H (-1.4575, -0.8021, 1.2904)
C (1.0103, -0.6391, -0.1288)

Forces on the atoms, in the same order (eV/Å):
0.27 0.05 0.13
0.22 -0.07 0.11
0.04 -0.25 0.22
0.91 2.54 0.39
0.07 0.30 0.15
-0.30 -0.12 0.31
-0.69 -0.63 -0.24
-0.03 0.23 0.68
0.01 0.16 -0.19
-0.38 0.29 0.12
2.58 2.02 0.80
-1.42 -1.06 -0.53
-0.13 -0.25 -0.18
-1.57 -0.32 0.21
0.14 0.20 -0.30
0.24 1.22 0.00
-0.10 -0.12 0.46
-0.33 0.06 -0.20
0.45 -4.23 -1.96

=====

No. 3
This record from the Open Molecules 2025 dataset describes 2 unconnected molecules or ions with the total composition C10H16N3OS. The level of theory is ωB97M-V/def2-TZVPD.

As for the net charge: +1. The calculation puts the orbital gap at 7.679 eV. Its total energy is -1028.0070 Eh. The energy relative to the best compared isomer or geometry (same formula, charge and spin) is 38.5 kcal/mol.

CARTESIAN COORDINATES (ANGSTROEM)
H (-1.4618, -2.0947, -1.7628)
H (0.2596, -3.7225, 1.0416)
H (1.9600, 4.2226, -2.3203)
C (-0.5361, -3.0202, 1.1485)
S (1.4138, 3.0220, -2.3248)
C (-0.3942, -2.1090, 2.4429)
H (1.5130, -2.0589, 5.2076)
C (-1.1551, -0.4062, 3.7974)
H (1.1665, -1.4929, 0.0077)
C (0.4764, -2.5368, 3.4136)
H (1.0286, -3.4143, 3.3079)
H (-1.7925, -0.5014, 1.7579)
C (0.2195, -0.7840, -1.7413)
H (0.0612, 4.2541, -3.7524)
H (-1.5007, -3.4787, 1.2274)
C (-1.2296, -1.0226, 2.6065)
N (-0.3740, -0.4781, -3.8093)
H (-0.9746, -0.3632, -4.6373)
C (-0.1698, -0.6581, 4.7856)
H (-1.8994, 0.4471, 4.0030)
O (-1.4508, -2.7668, -1.0446)
H (-0.3829, 4.3698, -1.8999)
H (-0.1901, -0.1964, 5.7952)
H (1.0800, -0.0701, -1.9395)
H (-0.9293, 2.9141, -2.9339)
C (-0.1882, 3.6765, -2.7644)
N (-0.6696, -1.0239, -2.6599)
H (0.3027, 0.2708, -3.9447)
N (0.2906, -1.3866, -0.5007)
C (0.6918, -1.7052, 4.4893)
C (-0.6123, -2.3720, -0.1608)

Forces on the atoms, in the same order (eV/Å):
-0.16 0.04 -1.49
0.54 -0.91 0.38
0.51 0.30 0.06
-0.77 1.38 1.19
0.54 -1.33 0.22
-0.13 -1.79 -2.78
-1.38 0.89 -0.90
-1.10 3.59 3.07
-0.19 0.90 -0.07
-0.36 1.76 -0.42
0.89 -1.25 -0.27
0.46 -1.31 1.30
1.58 1.63 -1.64
-1.26 -0.88 1.88
-0.33 -0.98 0.15
-0.01 0.57 -2.26
-0.01 1.81 -3.95
-0.67 -1.11 1.46
-0.78 -0.74 -0.42
1.28 -1.34 -0.31
-0.51 0.11 1.72
-0.70 -0.62 -1.31
0.18 -0.04 -1.13
-1.08 -0.94 0.23
-0.21 -0.14 0.13
1.04 2.57 -0.98
1.44 0.09 2.19
0.43 -0.31 1.17
-2.40 -2.64 0.93
1.30 -0.97 2.65
1.88 1.68 -0.79